Entry 1:
{"formula": "C2H5N2PS", "method": "the ωB97M-V functional and the def2-TZVPD basis", "gap_ev": 7.743, "homo_energy_ev": -8.310, "spin_multiplicity": 1, "fmax_ev_per_a": 4.219, "e_lumo_ha": -0.0208, "elements": ["C", "C", "N", "N", "P", "S", "H", "H", "H", "H", "H"], "positions_angstrom": [[1.23525, 0.11679, 0.15959], [0.13759, 1.02039, -0.28038], [0.23196, -1.51668, -0.17470], [-1.07740, 0.67572, 0.38701], [-1.33448, -1.03037, 0.16965], [2.73090, -0.02841, 0.63103], [0.37535, 2.01840, -0.15310], [0.00527, 0.85938, -1.34553], [0.79199, -2.22337, 0.40632], [-1.16643, 1.03412, 1.39888], [-1.93001, -0.92596, -1.19876]]}

Entry 2:
{"formula": "C16H25Cl2NSn", "method": "the ωB97M-V functional and the def2-TZVPD basis", "gap_ev": [5.436, 5.439], "homo_energy_ev": [-5.500, -5.503], "spin_multiplicity": 1, "fmax_ev_per_a": 4.044, "e_lumo_ha": [-0.0024, -0.0024], "elements": ["Sn", "Cl", "Cl", "C", "H", "H", "C", "C", "H", "C", "H", "C", "H", "H", "C", "H", "H", "C", "H", "H", "H", "H", "C", "N", "C", "C", "C", "C", "C", "C", "C", "C", "H", "H", "H", "H", "H", "H", "H", "H", "H", "H", "H", "H", "H"], "positions_angstrom": [[-0.75537, -0.42738, 1.55317], [-1.43996, -2.28649, 0.16432], [-0.86484, -1.18344, 3.77659], [-1.38615, 1.68578, 0.64761], [-0.84267, 2.54365, 1.07593], [-2.47563, 1.73093, 0.81120], [-1.55625, 2.15738, -1.82993], [-1.69909, 3.47713, -1.43149], [-0.56215, 1.74504, -2.05517], [-3.02631, 4.10610, -1.14883], [-0.81169, 4.07269, -1.20997], [-4.15034, 3.06595, -0.97372], [-2.94775, 4.73618, -0.24724], [-3.31899, 4.77595, -1.96465], [-4.05444, 1.94947, -2.00009], [-4.11817, 2.64854, 0.03944], [-5.11948, 3.57924, -1.07616], [-2.69678, 1.20502, -1.97338], [-4.88675, 1.23627, -1.87175], [-4.14585, 2.38345, -3.00408], [-2.65125, 0.49797, -1.12833], [-2.59520, 0.60588, -2.89231], [3.08535, -3.45658, -0.29823], [1.76403, -3.31654, 0.38647], [1.12245, -4.65743, 0.52677], [1.88687, -2.58483, 1.73661], [2.30810, -1.17629, 1.45331], [3.67519, -0.86949, 1.43130], [4.09323, 0.38909, 1.01172], [3.15488, 1.35557, 0.64642], [1.78281, 1.05631, 0.68569], [1.37264, -0.19835, 1.12395], [3.75340, -4.03121, 0.35291], [3.51517, -2.47371, -0.51622], [2.91307, -4.00208, -1.22891], [1.13939, -2.73309, -0.19846], [1.71715, -5.24725, 1.23198], [0.09895, -4.52174, 0.88548], [1.12647, -5.12743, -0.45824], [0.90815, -2.66230, 2.23203], [2.63679, -3.14367, 2.32234], [4.38120, -1.65421, 1.71436], [5.16142, 0.61031, 0.96318], [3.47133, 2.34816, 0.33064], [1.03708, 1.79145, 0.40374]]}

Entry 3:
{"formula": "C18H35F3NO5P", "method": "the ωB97M-V functional and the def2-TZVPD basis", "gap_ev": 9.113, "homo_energy_ev": -8.471, "smiles": "[H]/N=C(/C)C[C@@](OCO)([C@H](CCCCCC)O[C@@H]([C@H](C)CC)P(O)O)C(F)(F)F", "spin_multiplicity": 1, "fmax_ev_per_a": 0.767, "e_lumo_ha": 0.0236, "elements": ["H", "N", "C", "C", "C", "C", "O", "C", "O", "C", "C", "C", "C", "C", "C", "C", "O", "C", "C", "C", "C", "C", "P", "O", "O", "C", "F", "F", "F", "H", "H", "H", "H", "H", "H", "H", "H", "H", "H", "H", "H", "H", "H", "H", "H", "H", "H", "H", "H", "H", "H", "H", "H", "H", "H", "H", "H", "H", "H", "H", "H", "H", "H"], "positions_angstrom": [[0.05664, -2.48397, 1.86376], [0.61517, -1.75319, 2.30354], [-0.09120, -0.71319, 2.51814], [0.52866, 0.44663, 3.25001], [-1.57205, -0.54926, 2.20311], [-2.06900, -0.56804, 0.73622], [-3.23009, 0.28514, 0.67988], [-4.49501, -0.15558, 1.04871], [-4.56529, -0.43842, 2.43776], [-1.13676, 0.16520, -0.28835], [0.11533, -0.55791, -0.81324], [-0.06696, -1.32713, -2.14793], [0.92830, -2.49044, -2.25150], [2.39974, -2.05436, -2.13562], [3.06835, -2.17653, -0.75348], [2.80650, -3.47682, 0.00670], [-0.79633, 1.36469, 0.38394], [-0.55075, 2.56269, -0.35618], [0.97129, 2.92425, -0.54322], [1.49439, 2.80464, -1.98790], [1.91181, 2.15570, 0.41490], [2.48859, 3.01361, 1.55620], [-1.52408, 3.01465, -1.89772], [-1.46453, 1.69996, -2.86637], [-3.04935, 2.72792, -1.35929], [-2.43464, -1.98533, 0.26406], [-3.09417, -1.96831, -0.89321], [-1.35640, -2.75343, 0.09197], [-3.20504, -2.64739, 1.13429], [0.28333, 1.39492, 2.77025], [0.08473, 0.47930, 4.25465], [1.60141, 0.29976, 3.36886], [-1.90870, 0.40545, 2.60580], [-2.11835, -1.30710, 2.77250], [-5.16604, 0.67901, 0.82673], [-4.84378, -1.02129, 0.47427], [-4.97035, -1.30225, 2.55294], [-1.80496, 0.32433, -1.13443], [0.53887, -1.24138, -0.08282], [0.84913, 0.22408, -1.01449], [0.16208, -0.64996, -2.98138], [-1.08321, -1.70874, -2.24824], [0.65529, -3.25897, -1.52605], [0.78992, -2.94871, -3.23807], [2.47852, -1.00468, -2.44790], [2.99018, -2.63969, -2.84770], [4.15195, -2.09911, -0.90231], [2.80079, -1.33510, -0.10376], [3.26162, -3.40354, 0.99970], [3.27272, -4.33577, -0.48676], [1.74555, -3.66950, 0.17360], [-0.95315, 3.34806, 0.30602], [1.06535, 3.98426, -0.28546], [1.44300, 1.78055, -2.37431], [2.55881, 3.06359, -1.98502], [1.01454, 3.50904, -2.67244], [2.76434, 1.78983, -0.16973], [1.44853, 1.26616, 0.83580], [3.47085, 2.62305, 1.84045], [2.62425, 4.04951, 1.23920], [1.87589, 2.97461, 2.46029], [-0.57036, 1.36033, -2.98130], [-3.19589, 3.30416, -0.59812]]}

Entry 4:
{"formula": "C5H6N", "method": "the ωB97M-V functional and the def2-TZVPD basis", "total_charge": 1, "gap_ev": 10.854, "homo_energy_ev": -16.422, "spin_multiplicity": 1, "fmax_ev_per_a": 3.843, "e_lumo_ha": -0.2046, "elements": ["C", "C", "C", "C", "C", "N", "H", "H", "H", "H", "H", "H"], "positions_angstrom": [[-0.16749, -1.38069, -0.10552], [-3.35296, 0.41477, 0.00001], [0.58012, -0.44208, -0.09227], [2.13890, -0.10344, 0.00559], [1.18696, 0.95385, 0.00630], [-2.36326, -0.14092, 0.10301], [-0.66508, -2.29453, 0.03731], [-4.30473, 0.89227, -0.15793], [2.49610, -0.49427, 0.90478], [2.63212, -0.40315, -0.80855], [0.93686, 1.53917, -0.92063], [0.88246, 1.45903, 1.02793]]}

Entry 5:
{"formula": "C4H6O2", "method": "the ωB97M-V functional and the def2-TZVPD basis", "gap_ev": 10.973, "homo_energy_ev": -10.043, "smiles": "O=CCCC=O", "spin_multiplicity": 1, "fmax_ev_per_a": 2.030, "e_lumo_ha": 0.0342, "elements": ["O", "C", "C", "C", "C", "O", "H", "H", "H", "H", "H", "H"], "positions_angstrom": [[-2.31855, -0.43893, -0.35588], [-1.71268, -0.36618, 0.67801], [-0.23230, -0.04431, 0.79387], [0.30224, 0.44865, -0.56695], [1.65997, -0.07960, -0.93804], [2.16248, -1.00643, -0.35362], [-2.29461, -0.30487, 1.60899], [0.15245, -1.01806, 1.10206], [-0.05478, 0.70421, 1.56029], [-0.30991, 0.10981, -1.40607], [0.42068, 1.52605, -0.40780], [2.22501, 0.46967, -1.71486]]}

Entry 6:
{"formula": "C5H18ClMgN6O4", "method": "the ωB97M-V functional and the def2-TZVPD basis", "total_charge": 1, "gap_ev": 3.516, "homo_energy_ev": -12.131, "spin_multiplicity": 1, "fmax_ev_per_a": 3.072, "e_lumo_ha": -0.3166, "elements": ["Mg", "Cl", "C", "O", "N", "N", "H", "H", "H", "H", "C", "O", "N", "N", "H", "H", "H", "H", "C", "O", "N", "N", "H", "H", "H", "H", "C", "C", "O", "H", "H", "H", "H", "H", "H"], "positions_angstrom": [[-7.47794, -16.05115, 14.60083], [-5.58288, -17.33114, 14.10471], [-5.72702, -16.56085, 10.06963], [-6.40154, -16.54259, 9.03853], [-4.87658, -15.56054, 10.40878], [-5.85015, -17.62140, 10.92664], [-4.23957, -15.68052, 11.17731], [-4.52454, -14.98870, 9.65851], [-6.58519, -18.12328, 10.42263], [-5.66810, -17.62569, 11.91380], [-6.74945, -21.52629, 13.90804], [-7.76684, -21.11342, 13.36144], [-6.65850, -22.83046, 14.32546], [-5.69638, -20.71826, 14.23050], [-5.84030, -23.06636, 14.85201], [-7.50956, -23.34880, 14.22152], [-4.90138, -21.16905, 14.64340], [-5.74965, -19.77473, 13.90700], [-2.48109, -18.67471, 16.36460], [-1.61139, -18.73222, 17.23340], [-2.13091, -18.45905, 15.07551], [-3.83048, -18.76557, 16.60850], [-1.20029, -18.56510, 14.72561], [-2.89300, -18.35411, 14.42913], [-4.21124, -19.18669, 17.43180], [-4.42422, -18.56128, 15.82436], [-3.90696, -13.98216, 14.03448], [-4.11728, -12.75967, 13.14661], [-5.47074, -12.35118, 13.11990], [-2.87971, -14.08701, 14.38683], [-4.11123, -14.93223, 13.53812], [-4.48480, -13.96330, 14.96411], [-3.77854, -12.94833, 12.12046], [-3.44452, -11.95771, 13.47107], [-5.54723, -11.67206, 12.44262]]}